Here is 13 unconnected molecules or ions with the total composition C27H78NO19 at a distorted geometry from OMol25. Energies are from wB97M-V/def2-TZVPD.

## Properties
Gap between HOMO and LUMO (eV): 5.98
E_LUMO (Eh): 0.079
Strongest force on any atom (eV/Å): 4.987
HOMO energy (eV): -3.84

```
! RIJCOSX wB97M-V def2-TZVPD def2/J DEFGRID3
* xyz -1 1
C 3.15 -1.70 -1.35
C 1.68 -1.67 -1.94
C 0.90 -3.01 -1.66
C 0.48 -3.28 -0.25
C -0.35 -2.05 0.25
C 0.27 -0.65 0.07
N 0.80 -0.62 -1.39
O 1.08 0.72 -1.86
C 1.35 -0.40 1.12
C -1.03 0.28 0.32
C 1.89 -1.67 -3.48
H 3.72 -0.78 -1.36
H 3.66 -2.45 -1.95
H 3.18 -1.95 -0.29
H 1.36 -3.85 -2.18
H -0.02 -2.92 -2.24
H 1.25 -3.45 0.50
H -0.20 -4.12 -0.37
H -0.37 -2.26 1.32
H -1.38 -2.08 -0.10
H 2.08 0.37 0.88
H 1.95 -1.24 1.47
H 0.82 -0.05 2.01
H -1.86 -0.08 -0.29
H -0.75 1.32 0.14
H -1.40 0.21 1.34
H 0.89 -1.83 -3.89
H 2.45 -2.56 -3.73
H 2.30 -0.74 -3.87
C -0.03 -5.04 3.11
O 0.26 -4.59 4.41
H 0.91 -5.43 2.73
H -0.84 -5.74 3.33
H -0.18 -4.25 2.37
H -0.26 -3.79 4.44
C 5.24 -3.27 -4.79
O 6.60 -3.73 -4.75
H 4.74 -3.48 -3.85
H 5.30 -2.21 -5.00
H 4.63 -3.67 -5.60
H 6.94 -3.88 -5.63
C 4.96 -0.53 2.21
O 5.23 0.00 0.86
H 5.72 -1.29 2.41
H 5.12 0.30 2.89
H 4.01 -1.06 2.29
H 4.91 -0.70 0.28
C 0.03 4.13 -0.81
O -0.45 3.04 -1.61
H -0.79 4.83 -0.66
H 0.38 3.67 0.12
H 0.83 4.61 -1.37
H 0.11 2.27 -1.75
C -2.54 -1.75 4.02
O -2.02 -2.67 3.09
H -3.09 -0.91 3.59
H -3.26 -2.38 4.55
H -1.79 -1.44 4.74
H -1.51 -2.14 2.48
C -0.67 -0.34 -8.14
O 0.29 -0.97 -7.19
H -1.60 -0.91 -8.21
H -0.95 0.65 -7.79
H -0.16 -0.16 -9.09
H -0.21 -0.87 -6.38
C -2.77 2.05 6.70
C -3.11 1.41 5.37
O -2.18 1.79 4.25
O -1.53 1.55 7.13
H -3.65 1.86 7.31
H -2.66 3.14 6.72
H -4.16 1.59 5.17
H -3.06 0.32 5.45
H -2.60 1.76 3.38
H -1.58 0.62 7.37
C -4.66 0.39 -1.74
C -5.50 -0.61 -0.92
O -4.97 -0.68 0.39
O -4.99 1.69 -1.41
H -4.94 0.24 -2.79
H -3.60 0.15 -1.71
H -5.44 -1.65 -1.26
H -6.52 -0.24 -0.93
H -4.58 0.15 0.68
H -5.12 2.24 -2.19
C 1.18 0.72 4.97
C 2.00 -0.58 4.82
O 2.27 -1.18 6.06
O 1.90 1.67 5.66
H 0.31 0.42 5.54
H 0.69 1.08 4.06
H 2.84 -0.43 4.16
H 1.47 -1.36 4.28
H 2.86 -0.49 6.37
H 2.63 1.29 6.15
C 3.77 2.66 -1.54
C 4.54 3.92 -1.36
O 3.66 4.94 -0.82
O 2.94 2.74 -2.70
H 3.14 2.44 -0.67
H 4.50 1.85 -1.66
H 5.16 4.21 -2.21
H 5.40 3.64 -0.74
H 3.00 5.28 -1.43
H 2.19 2.14 -2.68
C -1.82 0.56 -4.25
C -2.23 -0.90 -4.37
O -2.08 -1.62 -3.16
O -0.41 0.69 -4.44
H -2.19 0.89 -3.28
H -2.41 1.11 -4.98
H -1.62 -1.43 -5.11
H -3.29 -1.03 -4.59
H -1.21 -1.44 -2.80
H -0.02 0.46 -3.60
C -2.93 3.90 0.65
C -4.13 3.84 1.59
O -4.82 2.60 1.52
O -3.11 3.71 -0.65
H -2.30 3.13 1.08
H -2.40 4.82 0.87
H -4.78 4.71 1.48
H -3.93 3.91 2.66
H -4.70 2.24 0.64
H -2.28 3.38 -0.99
*
```